ORCA calculation (wB97M-V/def2-TZVPD) on a 13-piece molecular cluster, C93H215N13O21 overall in a non-equilibrium geometry.

2S+1: 1
Frontier orbital gap: 8.77 eV
Energy relative to the best compared isomer or geometry (same formula, charge and spin): 0.000 eV
M: 1851.81 g mol⁻¹
HOMO level: -8.181 eV
Strongest force on any atom: 3.8 eV/Å

The geometry in XYZ format:
```
342
Properties=species:S:1:pos:R:3:forces:R:3
C -29.072 23.973 4.500 0.3 0.5 -0.1
O -29.543 22.828 3.827 -0.7 -0.3 0.4
C -30.847 22.465 4.339 1.0 0.7 -0.3
C -31.296 21.152 3.776 -0.2 -1.0 1.2
N -32.516 20.797 4.518 0.6 0.6 0.4
C -32.598 19.407 4.900 -2.2 -1.0 -2.9
C -33.981 19.077 5.433 -0.4 0.4 -0.4
O -34.843 19.290 4.302 1.8 0.5 0.2
C -36.198 19.199 4.469 -1.5 -1.6 -0.4
H -28.762 23.798 5.569 -0.2 0.0 -1.0
H -29.871 24.719 4.483 -0.1 0.2 0.3
H -28.263 24.410 3.891 0.1 -0.3 0.5
H -31.551 23.294 4.188 -0.1 -0.1 -0.5
H -30.771 22.405 5.413 0.1 -0.4 0.6
H -30.564 20.377 4.131 -0.2 0.7 -1.1
H -31.469 21.164 2.681 0.4 -0.2 0.5
H -33.321 21.123 3.996 -0.3 -0.5 0.1
H -31.892 18.969 5.527 1.7 0.3 1.5
H -32.482 18.751 3.970 -0.2 0.4 0.8
H -34.244 19.722 6.311 0.0 -0.3 -0.7
H -34.057 18.023 5.728 0.2 0.1 0.1
H -36.451 18.780 5.452 -0.2 0.5 0.1
H -36.561 18.401 3.753 0.0 1.0 0.5
H -36.702 20.156 4.256 0.1 -0.3 0.2
C -30.477 26.902 -0.399 0.6 -0.1 1.4
O -31.650 26.978 0.379 -1.2 0.0 -0.5
C -31.572 26.493 1.682 1.0 -0.8 -0.4
C -30.697 27.339 2.565 2.5 -1.2 -1.7
N -29.161 27.157 2.225 -2.0 0.1 1.6
C -28.366 27.939 3.185 1.4 0.9 -0.9
C -26.859 27.889 2.776 -1.8 -0.4 0.5
O -26.457 26.583 3.057 0.9 -0.5 0.0
C -25.029 26.471 3.181 -1.7 0.7 0.2
H -29.738 26.259 0.107 -0.3 0.3 -0.5
H -30.068 27.896 -0.426 0.5 0.4 -0.3
H -30.689 26.535 -1.375 -0.3 -0.3 -0.8
H -31.150 25.447 1.639 -0.6 0.5 0.3
H -32.578 26.535 2.116 0.1 -0.4 -0.3
H -30.958 27.040 3.548 0.2 0.1 1.5
H -30.974 28.349 2.348 0.1 0.9 0.2
H -28.891 26.146 2.322 -0.5 1.2 0.0
H -28.437 27.648 4.227 -0.1 -0.6 0.4
H -28.625 29.013 3.218 -0.4 -0.4 -0.6
H -26.269 28.574 3.371 0.1 0.5 0.3
H -26.744 28.141 1.721 0.0 0.0 -0.2
H -24.717 27.285 3.848 0.4 -0.4 0.0
H -24.562 26.566 2.214 0.4 0.1 -0.5
H -24.877 25.491 3.572 0.5 -0.5 0.5
C -21.914 15.042 7.571 0.3 0.7 0.2
O -21.944 15.685 6.328 0.1 0.4 0.0
C -22.480 16.990 6.362 -0.7 0.0 -0.6
C -23.993 17.006 6.747 1.7 0.3 0.6
N -24.597 18.309 6.535 0.1 -0.3 1.0
C -24.634 18.751 5.200 0.4 1.5 -2.0
C -25.342 20.083 5.039 -1.2 -1.1 0.2
O -24.661 21.108 5.693 0.5 -0.3 -0.3
C -25.437 22.266 5.771 0.5 0.5 0.0
H -22.904 14.731 7.890 -0.1 -0.2 0.2
H -21.454 15.670 8.350 -0.2 0.1 -0.1
H -21.246 14.223 7.426 0.2 -0.9 0.1
H -22.394 17.313 5.317 0.0 0.2 0.3
H -21.893 17.700 6.989 -0.2 -0.5 -0.1
H -24.101 16.783 7.796 0.1 0.0 0.6
H -24.447 16.135 6.289 -0.6 0.3 -0.8
H -24.118 19.021 7.106 -0.4 -0.6 -0.3
H -25.195 18.089 4.536 0.1 -0.5 0.3
H -23.644 18.924 4.675 -0.6 -0.4 0.6
H -26.393 20.044 5.418 0.5 -0.2 0.1
H -25.465 20.168 3.962 0.2 0.9 -0.4
H -25.743 22.625 4.784 -0.3 -0.2 0.0
H -24.812 23.023 6.212 0.3 0.4 0.2
H -26.265 22.120 6.450 -0.7 -0.1 0.0
C -32.690 18.453 -2.848 0.9 0.8 -1.1
O -33.441 18.711 -1.691 -0.5 -0.3 -0.7
C -32.875 18.026 -0.610 0.0 -0.1 1.2
C -33.579 18.367 0.725 0.6 0.2 -0.3
N -33.329 19.733 1.143 0.2 0.6 -1.2
C -34.054 20.731 0.358 1.1 1.1 1.3
C -33.959 22.093 1.041 0.4 0.3 0.3
O -34.601 22.056 2.314 -0.4 1.4 0.5
C -34.618 23.401 2.909 0.0 -1.3 -1.2
H -32.513 17.412 -3.161 -0.4 -0.1 0.7
H -31.695 18.925 -2.815 0.0 -0.2 0.6
H -33.122 18.948 -3.713 -0.6 0.1 0.1
H -31.868 18.380 -0.529 1.1 -0.1 0.2
H -32.904 16.949 -0.834 0.1 0.0 0.3
H -33.201 17.783 1.585 -0.3 -0.4 -0.8
H -34.621 18.174 0.492 -0.7 -0.2 0.5
H -33.497 19.886 2.118 -0.4 -0.3 0.5
H -35.078 20.483 0.257 -1.4 -0.4 -0.2
H -33.630 20.840 -0.622 0.2 -0.1 -0.5
H -34.408 22.913 0.447 0.1 -0.4 -0.1
H -32.894 22.358 1.236 -0.3 -0.1 -0.4
H -35.123 23.331 3.853 0.1 -0.2 0.6
H -35.175 24.127 2.303 0.0 -0.3 -0.2
H -33.589 23.746 2.979 0.1 0.2 0.3
C -29.836 16.806 3.039 0.8 1.1 0.8
O -29.992 17.188 4.416 0.4 -0.1 0.0
C -28.914 17.966 4.964 0.7 -0.5 -0.2
C -27.719 17.125 5.536 -1.3 -0.1 -1.6
N -28.179 15.988 6.355 0.6 0.4 -0.4
C -28.696 16.423 7.648 1.6 1.3 -0.5
C -28.739 15.279 8.600 -0.8 -0.5 0.5
O -29.539 14.241 8.074 -0.2 0.1 -0.9
C -29.895 13.193 8.932 0.2 1.6 1.8
H -29.899 17.712 2.423 -0.4 -0.1 -0.2
H -30.569 16.058 2.775 -0.3 0.0 0.1
H -28.834 16.428 2.864 0.3 -0.4 -0.1
H -29.325 18.527 5.788 -0.4 0.4 0.1
H -28.463 18.650 4.217 -0.5 0.0 0.1
H -27.020 17.826 6.010 -0.3 -0.5 0.5
H -27.187 16.804 4.624 0.0 -0.6 0.4
H -28.913 15.475 5.849 0.4 0.4 0.2
H -29.576 17.053 7.523 -0.6 -0.4 0.4
H -27.919 17.134 8.049 -0.6 -0.6 -0.2
H -29.140 15.601 9.566 0.0 0.0 0.1
H -27.722 14.927 8.730 0.4 -0.2 0.2
H -28.995 12.713 9.387 -0.7 -0.2 -0.5
H -30.597 12.586 8.413 0.1 -1.0 -0.6
H -30.517 13.613 9.768 0.6 -0.3 -0.2
C -25.614 8.231 5.503 -0.4 0.0 0.4
O -26.220 9.473 5.251 -0.5 0.5 0.3
C -25.844 10.462 6.190 1.2 0.3 -0.2
C -26.641 11.728 5.988 1.2 0.9 0.0
N -26.611 12.158 4.616 1.2 -0.4 -0.7
C -27.490 13.230 4.251 -0.5 -1.5 -1.7
C -27.209 13.723 2.799 -0.2 -1.2 1.4
O -26.268 14.754 2.705 0.0 0.5 0.0
C -24.992 14.470 3.256 0.6 0.1 -0.4
H -26.150 7.476 4.950 -0.4 -0.2 -0.1
H -25.672 7.977 6.593 0.4 0.1 -0.8
H -24.627 8.250 5.071 0.8 -0.2 0.4
H -24.754 10.709 6.119 -0.5 -0.3 -0.3
H -25.964 10.097 7.204 -0.3 -0.2 0.4
H -26.138 12.548 6.627 -1.1 -1.1 -0.6
H -27.658 11.557 6.264 -1.0 0.0 0.8
H -26.567 11.401 3.948 -0.3 -0.1 0.2
H -27.299 13.947 4.988 -0.2 1.8 0.9
H -28.570 12.922 4.275 0.5 0.3 0.2
H -28.149 14.071 2.398 -0.1 0.4 -0.3
H -26.896 12.844 2.197 0.0 0.3 0.1
H -24.584 13.535 2.796 -0.1 0.7 0.2
H -25.005 14.302 4.355 -0.1 0.3 -0.6
H -24.384 15.370 2.979 -0.3 -1.0 0.5
C -26.897 24.818 -8.643 0.1 1.2 -0.1
O -26.232 25.309 -7.522 1.0 0.2 1.1
C -25.277 24.401 -6.931 -1.3 0.1 -0.9
C -24.491 25.112 -5.882 -0.2 0.9 0.5
N -25.238 25.345 -4.618 -0.7 -0.5 -1.2
C -24.550 26.204 -3.697 0.9 0.2 0.1
C -25.336 26.508 -2.436 0.0 -0.1 -0.5
O -26.453 27.278 -2.884 0.3 -0.9 0.9
C -27.376 27.448 -1.824 -0.7 0.5 -1.1
H -26.248 24.666 -9.531 -0.3 0.3 0.3
H -27.708 25.540 -8.786 0.3 0.0 -0.7
H -27.375 23.920 -8.398 -0.7 -1.8 0.2
H -24.628 24.097 -7.773 0.0 -0.4 0.6
H -25.829 23.557 -6.473 0.3 0.0 -0.4
H -24.108 26.034 -6.406 -0.1 -0.4 0.8
H -23.674 24.459 -5.605 0.6 0.0 -0.1
H -26.185 25.688 -4.804 0.5 0.1 0.0
H -24.279 27.176 -4.191 0.0 -0.5 0.5
H -23.634 25.672 -3.378 0.0 0.4 -0.2
H -24.664 27.081 -1.744 -0.7 -0.2 -0.3
H -25.684 25.573 -1.911 0.3 0.7 -0.5
H -27.781 26.509 -1.409 0.0 0.0 -0.5
H -28.173 28.082 -2.297 0.5 -0.6 1.0
H -26.859 27.922 -1.008 0.0 0.7 0.6
C -21.191 17.788 0.130 0.0 -0.8 -0.8
O -22.286 18.067 0.885 -0.3 2.2 1.4
C -23.451 17.376 0.803 -2.0 -0.4 0.5
C -24.108 17.223 -0.574 -0.2 0.0 0.8
N -24.022 18.399 -1.386 -0.1 0.6 -0.9
C -24.879 18.183 -2.567 -0.5 0.3 0.6
C -24.608 19.100 -3.737 0.0 1.5 0.7
O -24.885 20.453 -3.295 -0.4 -1.1 0.0
C -24.311 21.388 -4.155 -0.2 1.0 -0.5
H -20.555 18.656 0.123 0.3 0.4 -0.2
H -21.494 17.492 -0.867 0.3 0.1 -0.6
H -20.685 16.981 0.598 1.0 -1.0 0.2
H -24.167 17.978 1.431 0.5 -0.5 -0.5
H -23.408 16.395 1.322 0.1 0.1 -0.4
H -25.159 16.943 -0.345 0.3 -0.2 -0.2
H -23.673 16.490 -1.229 0.3 -1.1 0.3
H -24.284 19.212 -0.849 -0.2 0.4 -0.1
H -25.954 18.254 -2.273 0.4 0.1 -0.3
H -24.764 17.135 -2.815 0.3 -0.1 -0.6
H -25.182 18.939 -4.633 -0.9 -0.6 -0.2
H -23.606 19.092 -4.136 0.9 -0.3 0.5
H -23.189 21.273 -4.024 -1.0 0.7 -0.6
H -24.748 22.403 -3.863 1.0 -1.1 -0.3
H -24.638 21.231 -5.246 0.6 0.0 1.2
C -26.540 24.011 1.007 -0.6 0.2 0.9
C -27.430 22.971 0.327 1.4 0.7 0.7
C -27.017 22.862 -1.160 -2.1 -0.3 -0.2
C -27.744 21.626 -1.751 -0.4 0.7 0.2
C -27.288 20.403 -1.031 1.5 -0.9 -1.4
C -27.641 20.447 0.412 -0.8 0.5 1.8
N -27.054 21.696 1.015 -0.6 -0.3 -0.6
O -27.317 21.765 2.423 0.9 -0.4 -0.6
C -29.169 20.355 0.631 0.2 -0.8 0.3
C -27.024 19.279 1.122 0.2 -0.4 -0.4
C -28.855 23.472 0.594 -1.5 -0.8 -0.8
H -26.672 23.879 2.097 0.2 0.3 -0.5
H -26.943 24.979 0.755 0.2 0.6 -0.1
H -25.480 23.960 0.803 0.0 -0.1 -0.3
H -27.374 23.772 -1.700 0.5 -0.3 0.5
H -25.947 22.790 -1.290 0.3 -0.1 0.1
H -27.617 21.539 -2.822 0.0 0.0 -0.3
H -28.804 21.687 -1.487 -0.1 0.6 -0.8
H -26.195 20.438 -1.185 -0.1 -0.5 0.5
H -27.607 19.424 -1.502 -0.1 1.1 0.5
H -29.492 19.289 0.615 0.2 0.6 0.3
H -29.464 20.819 1.596 0.0 -0.4 -0.7
H -29.678 20.801 -0.198 -0.7 0.5 -0.1
H -25.957 19.434 1.116 0.6 -0.1 0.0
H -27.339 19.256 2.168 -0.2 -0.5 -0.2
H -27.271 18.394 0.496 0.1 0.1 0.9
H -29.131 23.262 1.631 0.1 0.4 0.0
H -29.660 22.947 0.001 0.9 0.5 0.4
H -29.004 24.555 0.400 0.4 -0.8 0.1
H -28.246 21.935 2.621 -0.5 0.1 -0.1
C -28.691 24.953 -5.093 -0.3 0.4 1.3
C -30.165 24.732 -4.803 -0.6 0.0 0.5
C -30.747 24.006 -6.017 -0.4 0.7 -0.8
C -32.236 23.770 -5.849 -0.4 0.6 -0.6
C -32.430 22.882 -4.669 -1.7 -0.5 0.5
C -31.837 23.371 -3.373 1.2 1.4 2.2
N -30.423 23.851 -3.647 0.2 -0.6 -0.9
O -29.784 24.394 -2.497 0.4 -1.0 0.2
C -32.715 24.471 -2.610 0.0 -1.9 -1.4
C -31.632 22.160 -2.439 -0.3 -0.9 -1.6
C -30.759 26.156 -4.572 -0.1 -1.1 0.4
H -28.681 25.773 -5.787 0.5 0.2 -0.5
H -28.211 24.095 -5.481 0.5 -1.0 -0.6
H -28.133 25.248 -4.202 -0.2 0.2 0.0
H -30.595 24.719 -6.826 0.1 -0.2 -0.5
H -30.207 23.064 -6.272 -0.2 0.7 0.4
H -32.749 23.271 -6.677 0.5 0.0 -0.3
H -32.765 24.747 -5.803 0.3 -0.5 0.4
H -31.937 21.929 -4.913 -0.4 0.0 0.1
H -33.550 22.718 -4.539 1.3 -0.1 0.1
H -33.039 25.230 -3.309 -0.4 0.1 0.0
H -33.566 23.920 -2.165 0.2 0.5 -0.2
H -32.168 24.951 -1.836 0.6 0.2 0.7
H -32.575 21.586 -2.355 0.3 0.4 0.4
H -30.945 21.483 -2.979 -0.2 0.2 0.2
H -31.155 22.371 -1.499 -0.2 0.4 0.6
H -31.834 26.154 -4.613 -0.4 0.1 -0.3
H -30.352 26.855 -5.277 0.1 0.5 -0.3
H -30.519 26.439 -3.552 0.3 0.2 0.0
H -29.029 23.763 -2.359 -1.1 0.8 -0.1
C -29.244 15.510 -1.950 -1.1 0.4 0.6
C -29.155 14.338 -0.973 1.0 -0.9 -0.5
C -29.484 12.998 -1.678 -0.5 0.5 -1.0
C -28.520 12.748 -2.845 -0.4 -0.9 0.4
C -27.134 12.541 -2.275 -0.3 0.7 0.4
C -26.659 13.822 -1.499 -0.6 -0.7 -1.0
N -27.726 14.135 -0.492 -0.3 0.9 -0.1
O -27.314 15.390 0.115 -0.7 0.1 -1.1
C -25.465 13.416 -0.636 -0.9 -0.7 -0.5
C -26.302 14.870 -2.613 0.6 -0.4 0.0
C -30.074 14.546 0.222 0.2 1.3 0.4
H -30.178 16.046 -1.725 0.2 0.1 -0.1
H -29.321 15.223 -2.998 0.4 0.1 0.1
H -28.415 16.173 -1.729 -0.1 0.3 -0.4
H -29.314 12.179 -0.981 -0.4 0.0 0.2
H -30.538 12.958 -2.085 0.9 0.3 0.8
H -28.516 13.531 -3.596 -0.1 0.2 0.0
H -28.862 11.855 -3.383 0.2 0.0 0.1
H -26.496 12.219 -3.074 0.9 0.4 -0.4
H -27.091 11.715 -1.588 -0.4 -0.5 0.5
H -24.767 12.891 -1.263 0.7 -0.1 -0.2
H -25.015 14.202 -0.085 0.6 1.0 0.2
H -25.842 12.710 0.100 0.0 -0.2 0.0
H -27.019 14.931 -3.459 0.4 -0.4 0.6
H -26.244 15.886 -2.233 0.2 -0.1 0.3
H -25.289 14.557 -3.026 -1.1 0.5 0.4
H -31.110 14.642 -0.102 -0.1 -0.3 -0.2
H -29.872 15.501 0.766 0.2 -0.7 -0.6
H -30.000 13.756 0.953 0.0 -0.5 0.1
H -26.873 15.170 0.933 0.3 -0.4 0.7
C -31.366 20.273 -7.520 1.4 0.1 0.1
C -30.165 19.315 -7.917 -1.7 0.6 -0.4
C -28.998 20.147 -8.420 1.0 -0.5 2.0
C -28.140 20.663 -7.198 0.3 0.5 -2.3
C -27.762 19.515 -6.326 0.4 -0.8 1.3
C -29.009 18.849 -5.678 0.6 1.9 -1.6
N -29.796 18.385 -6.828 -0.4 -0.3 -0.3
O -31.053 17.867 -6.345 0.4 0.1 0.6
C -28.591 17.683 -4.883 -0.6 -0.8 0.3
C -29.760 19.846 -4.813 -0.9 0.0 0.6
C -30.680 18.402 -9.038 -0.5 -0.7 1.2
H -30.958 21.173 -7.024 -0.4 -0.5 0.1
H -32.024 19.695 -6.886 -0.3 0.3 0.2
H -31.914 20.654 -8.375 0.0 -0.2 -0.4
H -28.344 19.545 -9.060 0.0 0.0 0.0
H -29.371 20.978 -8.975 -0.3 0.5 -0.6
H -28.639 21.499 -6.672 0.2 -0.5 -0.1
H -27.227 21.074 -7.677 -0.3 0.1 0.5
H -27.080 19.847 -5.508 -0.5 -0.1 -0.3
H -27.200 18.702 -6.855 -0.5 0.8 0.0
H -28.009 18.013 -4.025 0.1 -0.2 0.1
H -29.553 17.271 -4.585 0.3 -0.6 0.6
H -28.064 16.952 -5.501 0.1 0.0 0.2
H -30.746 19.385 -4.532 1.0 0.5 -0.1
H -29.162 20.053 -3.904 -0.4 0.0 -0.4
H -30.000 20.794 -5.324 0.3 -0.5 0.4
H -29.907 17.658 -9.228 -0.1 0.0 -0.4
H -30.946 18.965 -9.903 0.0 0.4 -0.8
H -31.611 17.876 -8.706 0.7 0.4 -0.4
H -31.185 17.079 -6.864 0.1 -0.5 -0.1
C -19.274 23.608 1.109 -0.2 1.0 0.0
C -20.774 23.847 1.076 -1.2 -0.1 0.1
C -21.341 23.876 -0.348 -1.2 -1.4 -0.5
C -22.917 23.823 -0.414 0.3 0.1 1.5
C -23.391 22.524 0.273 1.4 -0.6 -1.1
C -22.868 22.446 1.697 0.8 0.6 1.3
N -21.365 22.641 1.716 -0.4 0.7 -1.2
O -20.842 22.618 3.032 -0.3 -0.7 0.4
C -23.572 23.411 2.721 0.5 -0.3 -1.3
C -23.026 21.025 2.123 -1.1 -1.0 1.6
C -21.100 25.214 1.763 0.8 -1.2 0.1
H -18.987 23.789 2.172 0.4 0.1 -1.1
H -18.884 24.321 0.349 0.5 -0.4 0.8
H -19.023 22.582 0.836 -0.1 0.1 -0.1
H -20.948 24.707 -0.931 0.1 0.0 0.0
H -21.060 22.900 -0.810 0.3 0.7 0.0
H -23.292 23.850 -1.433 0.1 0.3 -0.2
H -23.366 24.660 0.197 0.4 -0.5 -1.0
H -22.985 21.594 -0.274 -0.4 1.4 0.5
H -24.471 22.384 0.275 0.0 0.1 0.1
H -22.859 23.563 3.541 -0.6 -0.2 0.1
H -23.752 24.396 2.253 -0.1 -0.7 0.3
H -24.529 22.944 3.002 0.3 0.4 0.2
H -22.813 20.887 3.205 0.4 0.1 -0.6
H -24.095 20.745 2.118 0.2 0.0 -0.5
H -22.441 20.353 1.496 -0.1 -0.1 0.2
H -20.458 25.959 1.315 0.3 0.3 -0.1
H -20.839 25.157 2.837 -0.5 0.1 -0.5
H -22.115 25.496 1.536 -0.3 0.2 0.5
H -20.435 21.739 3.072 -0.1 0.4 0.2
```
Forces are in eV/Å.

Atomic partial charges in e from the Mulliken method, atoms 1 to 99: atom 1 (C): -0.818, atom 2 (O): 0.577, atom 3 (C): -1.447, atom 4 (C): 2.434, atom 5 (N): -0.329, atom 6 (C): 0.104, atom 7 (C): -1.124, atom 8 (O): -0.124, atom 9 (C): -0.931, atom 10 (H): 0.203, atom 11 (H): 0.159, atom 12 (H): 0.039, atom 13 (H): 0.210, atom 14 (H): 0.338, atom 15 (H): -1.103, atom 16 (H): -0.313, atom 17 (H): 0.182, atom 18 (H): 0.640, atom 19 (H): -0.192, atom 20 (H): 0.425, atom 21 (H): 0.418, atom 22 (H): 0.374, atom 23 (H): 0.267, atom 24 (H): 0.206, atom 25 (C): 1.092, atom 26 (O): -0.521, atom 27 (C): 0.501, atom 28 (C): -1.306, atom 29 (N): 0.505, atom 30 (C): -0.789, atom 31 (C): -0.387, atom 32 (O): -0.003, atom 33 (C): -0.799, atom 34 (H): -0.278, atom 35 (H): 0.402, atom 36 (H): -0.662, atom 37 (H): -0.281, atom 38 (H): 0.395, atom 39 (H): 0.474, atom 40 (H): 0.459, atom 41 (H): -0.584, atom 42 (H): 0.349, atom 43 (H): 0.461, atom 44 (H): 0.551, atom 45 (H): 0.011, atom 46 (H): 0.571, atom 47 (H): 0.357, atom 48 (H): -0.075, atom 49 (C): -0.754, atom 50 (O): -0.413, atom 51 (C): -0.138, atom 52 (C): -0.823, atom 53 (N): -0.094, atom 54 (C): -0.166, atom 55 (C): 0.014, atom 56 (O): -0.515, atom 57 (C): -0.679, atom 58 (H): 0.261, atom 59 (H): 0.320, atom 60 (H): 0.300, atom 61 (H): 0.125, atom 62 (H): 0.261, atom 63 (H): 0.675, atom 64 (H): 0.019, atom 65 (H): 0.376, atom 66 (H): -0.384, atom 67 (H): 0.818, atom 68 (H): 0.653, atom 69 (H): -0.517, atom 70 (H): 0.024, atom 71 (H): 0.391, atom 72 (H): 0.403, atom 73 (C): -0.426, atom 74 (O): -0.470, atom 75 (C): 0.278, atom 76 (C): -1.164, atom 77 (N): 0.822, atom 78 (C): -0.457, atom 79 (C): -0.050, atom 80 (O): -0.340, atom 81 (C): -0.631, atom 82 (H): 0.336, atom 83 (H): -0.032, atom 84 (H): 0.358, atom 85 (H): -0.269, atom 86 (H): 0.540, atom 87 (H): 0.344, atom 88 (H): 0.377, atom 89 (H): -0.406, atom 90 (H): 0.275, atom 91 (H): 0.109, atom 92 (H): 0.568, atom 93 (H): -0.238, atom 94 (H): 0.307, atom 95 (H): 0.366, atom 96 (H): 0.041, atom 97 (C): 0.116, atom 98 (O): -0.395, atom 99 (C): -0.365